Entry 1:
Molecular formula: C3H3ClNO
Method: DFT, ωB97M-V/def2-TZVPD

Geometry as XYZ:
```
9
Properties=species:S:1:pos:R:3:forces:R:3
C -0.3940 -0.3776 -0.2261 0.351 -3.272 1.450
C 0.8125 -0.5303 0.2843 0.275 1.150 -0.033
C 2.0445 0.2936 0.1120 -0.482 -3.525 -0.134
N 1.9785 1.5098 -0.1100 0.389 0.626 -0.019
O 2.0579 2.6124 0.1391 -0.114 1.832 -0.015
Cl 3.5200 -0.5623 -0.0800 -0.428 0.733 0.070
H -1.0708 -1.2508 -0.0896 0.292 1.065 0.124
H 0.9512 -1.3301 0.9411 0.762 -1.301 0.762
H -0.7027 0.3801 -0.8032 -1.043 2.692 -2.206
```
Positions in Å, forces in eV/Å.

* total charge: +1
* largest force on an atom: 3.63 eV/A
* HOMO: -15.727 eV
* LUMO energy: -7.895 eV
* electronic energy: -705.835499 Eh
* frontier orbital gap: 7.832 eV

These are the Löwdin partial charges, in e, on atoms 1 to 6: 0.133 -0.120 -0.585 0.059 0.351 0.893

Entry 2:
Molecular formula: C5H11N2
Method: DFT, ωB97M-V/def2-TZVPD

Geometry as XYZ:
```
18
Properties=species:S:1:pos:R:3:forces:R:3
C -3.1718 0.4173 -0.4285 1.243 0.294 0.897
C 0.9010 -1.5710 1.0862 -0.560 0.901 -0.396
C 0.3021 -1.8871 -0.1914 -2.848 -1.432 -1.176
C 1.6357 1.3787 0.2343 -2.497 3.436 -3.459
C 1.2989 0.4014 -0.8980 -0.703 0.376 1.282
N -1.9540 0.2368 -0.0523 -1.219 -0.499 -1.868
N 0.8534 -0.7952 -0.1763 0.798 -0.031 -1.069
H -3.9399 0.9667 0.1096 0.192 0.208 0.420
H -3.5438 0.0495 -1.3744 0.377 -0.461 -0.238
H 0.2630 -1.1319 1.8176 0.012 -0.219 0.972
H 1.8183 -2.0358 1.2199 1.523 -0.644 1.208
H -0.4265 -2.5185 -0.7476 0.990 0.609 0.198
H 1.9906 2.3778 -0.1918 0.093 -1.586 0.534
H 0.7215 1.6948 0.7187 -0.305 -0.200 0.404
H 2.2624 0.9517 0.8955 2.407 -1.138 2.197
H 2.2656 0.0924 -1.3136 -0.648 0.196 -0.954
H 0.3799 0.6964 -1.5044 1.775 -0.303 0.216
H -1.6566 0.6760 0.7967 -0.631 0.492 0.832
```
Positions in Å, forces in eV/Å.

* total charge: +1
* largest force on an atom: 5.48 eV/A
* HOMO: -13.901 eV
* LUMO energy: -4.317 eV
* electronic energy: -306.228670 Eh
* frontier orbital gap: 9.583 eV

These are the Löwdin partial charges, in e, on atoms 1 to 6: -0.062 0.058 0.073 -0.059 -0.119 0.023

Entry 3:
Molecular formula: C4H7NO
Method: DFT, ωB97M-V/def2-TZVPD

Geometry as XYZ:
```
13
Properties=species:S:1:pos:R:3:forces:R:3
C 1.5604 -0.3546 -0.3312 -3.260 -0.237 -2.977
C -1.1063 -1.1978 0.2995 -3.154 4.602 2.165
C 0.2914 0.1464 -0.9077 1.645 1.667 -2.336
C 0.3214 1.3864 0.1273 -4.443 0.187 -0.656
N 2.4230 -0.7047 0.2869 3.534 -1.356 2.174
O -0.7369 -0.8579 -1.0125 1.525 0.814 1.763
H -1.5440 -2.0714 0.5458 -1.948 -3.589 -1.270
H -2.0285 -0.4051 0.6812 2.625 -1.845 -0.912
H 0.4999 0.4934 -1.9928 -0.525 -0.575 1.792
H 0.3034 0.7590 0.9989 0.872 0.981 1.207
H -0.6687 2.0002 0.2587 1.621 -1.031 -0.853
H 1.1294 2.0897 -0.1108 -0.025 -0.760 0.420
H -0.4445 -1.2837 1.1569 1.531 1.140 -0.517
```
Positions in Å, forces in eV/Å.

* total charge: 0
* largest force on an atom: 5.98 eV/A
* HOMO: -10.731 eV
* LUMO energy: 0.834 eV
* electronic energy: -286.487248 Eh
* frontier orbital gap: 11.564 eV

These are the Löwdin partial charges, in e, on atoms 1 to 6: -0.262 -0.143 -0.323 -0.053 0.183 -0.104

Entry 4:
Molecular formula: C26H56BBr2F4KN4O13
Method: DFT, ωB97M-V/def2-TZVPD

Geometry as XYZ:
```
107
Properties=species:S:1:pos:R:3:forces:R:3
K 0.3755 3.8358 2.4125 0.116 -0.385 -0.548
B -0.2698 0.8474 0.2633 -1.906 -0.946 -1.147
F -0.8977 1.6160 1.3080 0.686 0.656 0.314
F 1.0923 0.8547 0.3321 0.820 0.223 0.652
F -0.8288 -0.4507 0.3034 0.537 -0.202 0.617
F -0.7115 1.3459 -0.9546 0.148 1.000 -0.440
C -9.3912 0.1728 -1.1673 1.359 0.162 -0.870
C -8.2053 1.1746 -1.2416 -1.096 0.919 0.240
O -7.0876 0.6133 -0.5479 -3.999 -0.072 -0.438
C -5.9098 1.0711 -0.7186 1.787 1.110 -1.698
O -5.5071 1.9559 -1.4872 -0.575 -1.581 1.852
O -5.2414 0.2547 0.0762 -0.319 0.038 0.439
C -3.8751 0.2762 0.0576 1.514 -0.975 0.263
H -9.0485 -0.6880 -1.7414 -0.240 -0.364 0.223
H -10.2856 0.5306 -1.6774 0.125 0.321 0.132
H -9.6375 -0.1269 -0.1487 0.170 0.160 -0.061
H -8.4899 2.1259 -0.7920 0.071 -0.037 0.638
H -7.8976 1.5294 -2.2252 -0.045 -0.809 -0.375
H -3.5861 -0.5279 0.7344 0.167 0.421 0.491
H -3.5451 1.2607 0.3892 0.727 -0.243 -0.447
H -3.5166 -0.1473 -0.8807 0.405 0.998 -0.411
C 4.4711 1.6776 -1.4010 -0.177 0.241 -0.029
C 4.8049 0.3382 -2.0623 0.088 0.634 0.750
O 3.6803 -0.1522 -2.8194 0.453 -0.721 -0.032
C 3.9374 -1.2227 -3.5704 3.436 -3.665 -2.490
O 5.0432 -1.8743 -3.7507 -4.311 3.227 1.597
O 2.8342 -1.5457 -4.2657 -0.967 0.622 0.656
C 2.7041 -2.6844 -5.1006 0.653 -1.808 -1.076
H 4.2441 2.4986 -2.0812 0.417 -0.115 -0.287
H 5.2894 1.9616 -0.7393 0.375 0.087 -0.358
H 3.6368 1.6848 -0.6996 -0.320 -0.755 -0.160
H 5.0590 -0.3069 -1.2213 -0.224 -0.627 -0.323
H 5.6757 0.3593 -2.7176 -0.076 0.255 0.020
H 1.7603 -3.2247 -5.1748 -0.890 0.948 1.550
H 3.3576 -3.5219 -4.8562 0.590 0.559 0.228
H 2.7664 -2.4996 -6.1730 0.977 0.948 0.061
C 6.1264 -6.5155 -1.6876 -0.550 1.386 1.473
C 4.8984 -5.6162 -2.0732 0.805 -1.928 -0.279
O 4.3052 -4.9764 -0.9084 1.336 -0.413 -0.940
C 3.1534 -4.3277 -1.0834 -1.233 -2.263 -3.649
O 2.3666 -4.5790 -2.0518 2.213 1.677 3.507
O 3.0720 -3.5003 -0.0786 -1.586 1.237 0.099
C 1.8972 -2.6390 -0.0897 0.319 0.602 0.296
H 6.8970 -5.9204 -1.1975 0.102 0.328 -0.154
H 6.6269 -7.0213 -2.5133 -0.592 -0.029 -0.131
H 5.8255 -7.1842 -0.8811 -0.092 -0.481 -0.364
H 4.1944 -6.3235 -2.5115 -0.400 0.429 -0.019
H 5.2483 -4.9409 -2.8539 -0.487 0.626 0.346
H 0.9935 -3.1796 0.1917 0.108 -0.059 -0.327
H 1.8233 -2.0879 -1.0272 -0.213 -0.532 -0.267
H 2.0739 -1.8452 0.6361 0.136 -0.360 0.274
C 5.4407 -1.3610 3.9666 -1.468 -1.381 -0.678
O 4.8502 -2.4682 3.9267 1.468 3.061 0.018
N 5.3431 -0.3168 3.0684 -2.029 -4.394 -0.246
C 6.1576 0.8084 3.1708 -0.178 1.779 -0.430
C 4.3894 -0.4502 1.9030 1.041 -1.215 1.019
H 6.0957 -1.0336 4.7888 0.157 -0.498 0.127
H 5.4170 1.5390 3.4962 0.843 1.304 -0.187
H 6.5738 1.0026 2.1823 -0.070 0.556 -0.049
H 7.0155 0.8002 3.8432 -0.356 -0.608 0.303
H 3.8770 -1.4110 1.9529 0.174 -0.127 0.710
H 3.5712 0.2697 1.8832 0.585 0.566 -0.235
H 4.9942 -0.6212 1.0125 -0.181 0.945 -0.345
C -5.7158 4.0783 1.0847 -2.021 1.945 -0.501
O -6.7262 4.1178 1.7641 0.147 -0.730 -0.120
N -4.5049 3.7548 1.4516 2.862 -2.151 0.540
C -3.3878 4.1418 0.5878 0.177 -0.116 0.103
C -4.1944 3.1055 2.7468 -0.119 1.149 -0.058
H -5.6481 4.5150 0.0762 -0.617 -0.147 -0.258
H -3.6324 4.4167 -0.4382 -0.861 0.076 0.205
H -2.6635 3.3498 0.3975 0.125 -0.241 0.653
H -2.9325 5.0246 1.0366 0.472 0.063 0.051
H -3.5728 2.2104 2.7251 -0.177 -0.135 -0.716
H -3.6254 3.8314 3.3277 0.051 0.142 0.301
H -5.1148 2.9103 3.2972 -0.002 0.006 -0.286
C 2.0314 4.1551 -0.8800 -0.451 0.959 1.497
O 2.5397 4.5073 0.1885 0.442 -0.544 -0.233
N 0.8570 4.6344 -1.2681 -2.668 -1.960 -2.113
C 0.1327 3.9084 -2.3803 1.084 1.101 0.388
C 0.0095 5.6786 -0.7585 1.014 0.611 1.090
H 2.4159 3.4468 -1.6301 0.342 0.011 0.542
H 0.6622 3.0117 -2.7023 0.194 0.292 -0.058
H 0.1345 4.7200 -3.1080 -0.653 -0.713 -0.811
H -0.8562 3.5587 -2.0840 0.040 0.357 0.154
H -0.8804 5.3648 -0.2129 -0.035 -0.618 0.041
H 0.6143 6.2715 -0.0723 -0.075 0.327 -0.078
H -0.3763 6.3011 -1.5658 0.293 0.033 -0.130
C -2.9449 -0.4170 5.0295 -1.010 0.501 0.891
O -3.2561 -0.4363 6.2177 0.365 -0.112 -0.907
N -1.8355 -0.8716 4.4737 0.847 0.416 -2.660
C -1.5115 -0.6940 2.9935 -1.213 -1.710 0.648
C -0.7468 -1.4854 5.1183 2.465 0.443 0.810
H -3.5779 0.0070 4.2346 -0.401 0.188 0.178
H -1.4926 -1.7203 2.6268 0.403 -0.128 -0.207
H -0.5544 -0.2504 2.7190 -0.128 0.198 0.839
H -2.2943 -0.2759 2.3606 -0.088 0.528 0.768
H -0.3717 -2.3775 4.6167 -0.653 -0.452 0.181
H 0.0987 -0.8163 4.9588 0.449 0.278 -0.067
H -0.7183 -1.5551 6.2057 -1.028 -0.365 -0.150
Br -1.9740 -4.4855 -0.0803 -0.588 0.184 -0.827
C -2.6659 -3.5753 -1.7149 1.292 0.696 -0.514
C -1.4727 -2.7018 -2.2308 -0.874 -0.485 0.854
Br -1.9535 -2.0459 -4.0154 0.231 0.040 0.471
H -3.5683 -3.0269 -1.4446 0.366 0.187 0.207
H -2.9409 -4.2189 -2.5505 0.138 -0.719 0.611
H -0.5566 -3.2891 -2.2932 -0.222 -0.141 -0.378
H -1.2551 -1.8915 -1.5350 -0.244 0.303 -0.355
```
Positions in Å, forces in eV/Å.

* total charge: 0
* largest force on an atom: 5.62 eV/A
* HOMO: -9.200 eV
* LUMO energy: -1.436 eV
* electronic energy: -8393.870529 Eh
* frontier orbital gap: 7.764 eV

These are the Löwdin partial charges, in e, on atoms 1 to 6: 0.874 -1.325 -0.005 0.159 0.093 0.128

Entry 5:
Molecular formula: C5H8O
Method: DFT, ωB97M-V/def2-TZVPD

Geometry as XYZ:
```
14
Properties=species:S:1:pos:R:3:forces:R:3
C 0.2827 -1.2537 -0.9418 0.028 -0.056 0.142
C 0.0325 0.0517 -0.1869 0.206 -0.101 -0.038
C -1.3600 0.2897 0.3374 -0.121 0.099 -0.119
C -0.2486 0.3014 1.3164 0.069 -0.137 0.235
C 1.0963 1.0728 -0.4027 0.159 -0.058 -0.095
O 2.2478 0.7297 -0.5524 -0.359 0.466 -0.315
H -0.5307 -1.4018 -1.6668 0.183 0.027 0.252
H 1.2172 -1.1717 -1.5075 -0.148 -0.064 0.259
H 0.3454 -2.1514 -0.3197 -0.030 0.177 0.058
H -1.9426 1.1843 0.1394 0.178 -0.005 0.055
H -1.9357 -0.6352 0.3388 -0.008 0.274 -0.216
H -0.0637 -0.4626 2.0596 -0.231 -0.172 -0.137
H 0.0275 1.3045 1.6513 0.115 -0.360 -0.014
H 0.8318 2.1424 -0.2649 -0.041 -0.090 -0.066
```
Positions in Å, forces in eV/Å.

* total charge: 0
* largest force on an atom: 0.67 eV/A
* HOMO: -9.630 eV
* LUMO energy: 0.964 eV
* electronic energy: -270.496441 Eh
* frontier orbital gap: 10.594 eV

These are the Löwdin partial charges, in e, on atoms 1 to 6: -0.027 -0.403 -0.095 -0.080 -0.247 0.042

Entry 6:
Molecular formula: C24H68N6O7
Method: DFT, ωB97M-V/def2-TZVPD

Geometry as XYZ:
```
105
Properties=species:S:1:pos:R:3:forces:R:3
C 1.4426 0.6795 0.6820 -1.128 -1.088 0.053
C 0.5156 1.5033 -0.2020 0.432 0.382 0.642
C -0.6638 2.1324 0.5476 -0.514 0.498 -0.888
O -1.8066 1.2896 0.5435 0.696 -0.280 0.363
C -2.7551 1.7237 1.4902 -0.239 0.041 -0.565
N 1.3852 2.5092 -0.8301 -0.676 0.738 -0.572
H 0.9686 -0.2673 0.9563 -0.082 0.085 -0.037
H 1.6170 1.1598 1.6455 0.598 0.327 -0.238
H 2.3113 0.3953 0.0956 0.387 0.343 0.426
H 0.0875 0.8823 -0.9914 0.073 -0.029 -0.031
H -0.9476 3.0413 -0.0152 0.078 0.010 0.165
H -0.4132 2.4741 1.5616 0.152 -0.304 0.038
H -2.3730 1.5798 2.5039 -0.161 0.103 0.113
H -3.6616 1.1458 1.3145 0.025 -0.140 0.235
H -3.0191 2.7686 1.2922 0.112 0.079 0.276
H 1.4989 3.3313 -0.2370 0.253 -0.369 0.330
H 0.9021 2.9269 -1.6267 0.082 -0.276 -0.072
C 6.6785 -1.4516 0.0352 0.401 -0.433 0.375
C 6.3192 -0.3389 0.9953 -1.296 1.317 -0.015
C 7.3105 0.8174 1.0746 0.042 -0.219 0.149
O 8.4733 0.3786 1.7479 -0.234 -0.108 0.003
C 9.3467 1.4333 2.0423 0.369 0.119 0.170
N 4.9624 0.1616 0.5889 0.838 -0.264 -0.587
H 6.1445 -2.3501 0.3459 -0.019 -0.084 -0.320
H 7.7452 -1.6834 0.0122 0.016 0.065 0.320
H 6.4220 -1.2074 -0.9998 -0.247 0.246 0.474
H 6.1485 -0.6409 2.0317 0.488 -0.596 -0.112
H 6.8081 1.6117 1.6474 0.214 0.095 -0.047
H 7.5856 1.2201 0.0875 -0.162 -0.049 -0.034
H 9.6563 1.9557 1.1289 -0.007 0.073 0.068
H 10.2283 1.0160 2.5285 0.002 -0.084 -0.129
H 8.9138 2.1519 2.7509 -0.166 0.019 -0.176
H 5.0727 0.4952 -0.3677 -0.340 0.115 0.016
H 4.6609 0.9684 1.1256 0.128 -0.066 0.142
C -8.5937 -0.4335 3.2790 0.042 0.571 0.795
C -7.7756 -1.7011 3.0793 -0.754 -0.073 0.649
C -6.2884 -1.4056 3.0611 -0.779 0.228 -1.063
O -5.6289 -2.3371 2.2233 0.298 -0.269 0.869
C -4.4379 -1.8233 1.6638 -0.150 -0.564 -0.721
N -8.1201 -2.6053 4.2159 -0.077 -0.859 -0.761
H -9.6506 -0.6774 3.4050 -0.027 0.045 -0.407
H -8.4335 0.3345 2.5198 -0.211 -0.321 -0.335
H -8.3456 0.0732 4.2227 0.254 -0.318 -0.019
H -8.1145 -2.1647 2.1485 0.489 0.111 -0.260
H -5.9663 -1.3969 4.1086 0.488 0.022 -0.149
H -6.1751 -0.4222 2.5836 0.177 0.136 0.394
H -3.7430 -1.3802 2.3837 -0.261 0.258 0.091
H -4.7246 -1.1431 0.8491 0.326 0.398 0.266
H -3.9042 -2.6479 1.1928 -0.062 -0.083 0.091
H -9.0125 -3.0312 3.9514 -0.156 0.415 0.414
H -7.5406 -3.4467 4.1473 0.361 0.380 0.117
C 5.5371 -0.2884 -5.2691 0.226 0.007 -0.155
C 5.7079 -0.5609 -3.7836 1.010 0.063 -0.493
C 4.4164 -0.9662 -3.1222 0.344 -0.571 1.046
O 3.4383 0.0335 -3.2637 0.031 -0.314 -0.235
C 2.1601 -0.4302 -2.8592 -0.028 0.937 0.261
N 6.6905 -1.6455 -3.5655 -0.862 -0.280 0.218
H 6.5183 -0.1405 -5.7290 -0.038 -0.002 0.004
H 4.9571 0.6144 -5.4543 -0.078 -0.023 0.110
H 5.0580 -1.1259 -5.7797 -0.010 -0.045 0.092
H 6.1342 0.3382 -3.3176 -0.574 0.289 0.049
H 4.6211 -1.1607 -2.0470 -0.212 0.277 -0.202
H 4.0802 -1.9518 -3.4746 -0.068 0.242 -0.490
H 1.5015 0.4378 -2.9221 -0.049 -0.097 -0.083
H 2.1867 -0.7209 -1.8042 -0.094 -0.408 -0.155
H 1.7919 -1.2125 -3.5226 0.065 -0.223 0.135
H 6.7694 -1.7624 -2.5591 0.349 -0.266 -0.396
H 7.6053 -1.4210 -3.9297 -0.005 0.194 -0.045
C -0.9625 -1.7921 0.1646 -0.859 0.661 -1.407
C -0.6868 -3.2605 0.1971 -1.164 -1.248 0.994
C 0.6732 -3.4931 0.8165 0.605 -0.190 0.217
O 1.6301 -3.0022 -0.0893 0.505 0.208 -0.398
C 2.8797 -2.6630 0.4961 -0.744 -0.193 0.625
N -1.7660 -3.9226 0.9989 0.709 0.328 -0.154
H -0.8810 -1.3312 1.1463 0.406 0.099 -0.043
H -1.9640 -1.5178 -0.1847 -0.192 -0.574 0.200
H -0.3638 -1.3331 -0.6246 0.552 0.263 0.605
H -0.7360 -3.7594 -0.7714 0.178 0.407 -0.241
H 0.8898 -4.5443 1.0689 -0.240 -0.050 -0.297
H 0.7229 -2.9729 1.7933 0.010 0.201 -0.241
H 2.6615 -1.9509 1.3000 0.452 0.004 0.070
H 3.5338 -2.1853 -0.2243 -0.143 -0.013 -0.206
H 3.3691 -3.5542 0.9109 0.039 0.076 -0.012
H -1.5573 -3.7270 1.9757 -0.281 -0.193 0.060
H -1.7209 -4.9274 0.8697 0.055 0.000 0.150
C -6.2039 3.3575 1.0031 -0.282 0.606 0.349
C -6.5805 3.2369 -0.4545 0.148 0.288 -0.414
C -5.6513 2.3150 -1.2135 -0.227 -0.176 -0.285
O -4.3743 2.8970 -1.2481 0.239 0.244 0.312
C -3.4873 2.0916 -1.9716 0.362 -0.201 -0.492
N -7.9673 2.7840 -0.5863 -0.146 0.087 -0.301
H -6.5673 4.3113 1.4014 -0.069 -0.105 0.029
H -5.1267 3.3770 1.1364 0.067 -0.181 -0.002
H -6.6801 2.5710 1.5889 0.212 -0.181 -0.029
H -6.4328 4.2104 -0.9459 0.014 0.035 0.147
H -6.0031 2.2234 -2.2556 -0.130 -0.190 0.132
H -5.6076 1.3091 -0.7691 -0.072 0.032 0.018
H -2.5083 2.5649 -2.0484 -0.099 0.238 0.251
H -3.8466 1.9625 -3.0030 -0.046 -0.205 0.100
H -3.3350 1.1254 -1.4815 -0.108 -0.075 -0.135
H -8.5826 3.5564 -0.3471 -0.001 -0.129 0.235
H -8.1755 2.6107 -1.5673 0.082 -0.104 0.063
O 3.9418 2.8079 -2.8388 0.297 0.107 -0.061
H 3.8946 1.8426 -2.9217 -0.210 0.036 -0.010
H 3.2878 3.1402 -3.4587 0.001 -0.035 -0.001
```
Positions in Å, forces in eV/Å.

* total charge: 0
* largest force on an atom: 1.98 eV/A
* HOMO: -9.325 eV
* LUMO energy: 0.667 eV
* electronic energy: -1810.281912 Eh
* frontier orbital gap: 9.992 eV

These are the Löwdin partial charges, in e, on atoms 1 to 6: -0.063 -0.420 -0.199 -0.217 -0.106 0.038